Entry 1:
{"formula": "C13H8NPbS5", "method": "wB97M-V/def2-TZVPD", "species": ["Pb", "S", "C", "C", "C", "C", "C", "C", "N", "C", "C", "C", "C", "C", "C", "C", "H", "H", "H", "H", "H", "H", "H", "H", "S", "S", "S", "S"], "positions_angstrom": [[0.16, 1.86, 1.04], [0.27, -2.12, -1.35], [-1.36, -2.06, -0.77], [-2.39, -2.97, -0.95], [-3.61, -2.69, -0.37], [-3.81, -1.52, 0.38], [-2.79, -0.61, 0.56], [-1.56, -0.89, -0.02], [-0.42, -0.10, 0.04], [0.61, -0.62, -0.60], [1.90, 0.08, -0.62], [3.00, -0.43, -1.30], [4.20, 0.27, -1.30], [4.31, 1.47, -0.62], [3.21, 1.99, 0.07], [2.03, 1.29, 0.06], [-2.25, -3.88, -1.52], [-4.43, -3.38, -0.49], [-4.78, -1.33, 0.82], [-2.94, 0.30, 1.13], [2.93, -1.37, -1.84], [5.05, -0.13, -1.83], [5.24, 2.01, -0.62], [3.31, 2.94, 0.59], [-0.27, 1.70, 3.46], [-2.19, 2.51, 3.36], [-1.87, 4.21, 2.31], [-1.59, 3.46, 0.38]], "mulliken_charge": [0.9803, -0.2793, 0.8610, -0.6361, -0.5006, -0.6689, -0.4066, 0.0491, -0.4157, 1.0304, 0.6806, -0.6980, -0.7342, -0.4887, -0.4721, -0.0955, 0.4170, 0.3983, 0.4088, 0.2769, 0.3865, 0.4264, 0.4153, 0.4009, -0.1794, -0.0218, 0.0180, -0.1525], "relative_energy_kcal_mol": 0.00, "energy_ev": -74519.645, "total_charge": 1, "multiplicity": 1, "orbital_gap_ha": 0.2895}


Entry 2:
{"formula": "C13H9BrClN2O3Y", "method": "wB97M-V/def2-TZVPD", "species": ["Y", "O", "C", "C", "C", "N", "C", "Br", "C", "H", "H", "H", "H", "N", "C", "H", "Cl", "C", "C", "C", "C", "C", "C", "C", "O", "O", "H", "H", "H", "H"], "positions_angstrom": [[0.06, 0.29, -1.52], [5.83, 2.72, -0.34], [4.73, 2.07, -0.66], [4.66, 0.71, -0.99], [3.45, 0.15, -1.29], [2.29, 0.84, -1.30], [2.39, 2.15, -0.99], [0.70, 3.08, -1.00], [3.53, 2.81, -0.67], [6.62, 2.16, -0.35], [5.56, 0.10, -1.00], [3.40, -0.90, -1.54], [3.54, 3.86, -0.42], [-2.35, 1.43, -3.86], [-1.52, 1.05, -3.16], [-3.07, 1.76, -4.48], [-5.20, -3.10, 3.98], [-4.07, -2.45, 2.89], [-3.87, -3.08, 1.65], [-2.96, -2.54, 0.77], [-2.25, -1.38, 1.10], [-2.45, -0.78, 2.35], [-3.34, -1.31, 3.24], [-1.32, -0.82, 0.16], [-1.05, -1.38, -0.98], [-0.70, 0.30, 0.37], [-4.42, -3.97, 1.41], [-2.79, -3.02, -0.19], [-1.88, 0.11, 2.61], [-3.50, -0.86, 4.21]], "mulliken_charge": [1.2987, -0.4388, 0.8809, -0.5544, -0.4466, -0.3446, 0.3900, -0.1580, -0.4238, 0.3415, 0.3665, 0.4065, 0.4742, 0.2087, -0.3392, 0.3584, -0.1299, 0.4359, -0.7044, -0.3220, 0.0796, -0.3115, -0.7017, 1.3685, -0.8105, -0.6585, 0.4316, 0.4398, 0.4345, 0.4283], "relative_energy_kcal_mol": 0.00, "energy_ev": -106345.058, "total_charge": 2, "multiplicity": 1, "orbital_gap_ha": 0.2709}


Entry 3:
{"formula": "C13H9Cl28FO3S", "method": "wB97M-V/def2-TZVPD", "species": ["C", "C", "S", "C", "C", "F", "C", "O", "C", "O", "O", "H", "H", "H", "H", "H", "H", "H", "H", "H", "Cl", "C", "Cl", "Cl", "Cl", "Cl", "C", "Cl", "Cl", "Cl", "Cl", "C", "Cl", "Cl", "Cl", "Cl", "C", "Cl", "Cl", "Cl", "Cl", "C", "Cl", "Cl", "Cl", "Cl", "C", "Cl", "Cl", "Cl", "Cl", "C", "Cl", "Cl", "Cl"], "positions_angstrom": [[-0.21, 0.53, 3.88], [-0.10, -0.97, 3.63], [-0.94, -1.59, 2.11], [-1.03, -0.24, 0.92], [0.16, -0.14, -0.03], [0.12, -1.08, -0.98], [1.49, -0.01, 0.68], [2.09, 1.19, 0.20], [1.13, 1.92, -0.36], [1.18, 3.06, -0.66], [0.04, 1.15, -0.59], [-0.39, 0.74, 4.92], [0.73, 1.02, 3.63], [-1.00, 1.02, 3.33], [0.93, -1.30, 3.63], [-0.60, -1.46, 4.45], [-1.90, -0.47, 0.30], [-1.19, 0.74, 1.34], [2.10, -0.89, 0.60], [1.22, 0.23, 1.70], [1.95, -4.17, 5.35], [0.35, -4.87, 5.08], [0.51, -6.60, 4.75], [-0.65, -4.63, 6.52], [-0.41, -4.07, 3.70], [2.83, 6.92, -0.22], [1.56, 7.00, 0.99], [0.00, 6.66, 0.24], [1.88, 5.79, 2.26], [1.53, 8.61, 1.72], [7.52, 4.74, -1.35], [6.01, 3.85, -1.10], [6.34, 2.12, -1.11], [5.32, 4.32, 0.45], [4.89, 4.26, -2.41], [-4.12, -3.83, -2.83], [-4.16, -2.38, -1.83], [-5.00, -2.72, -0.31], [-2.50, -1.86, -1.48], [-5.00, -1.09, -2.69], [2.45, -6.08, 0.05], [1.86, -4.42, -0.07], [0.11, -4.40, 0.09], [2.59, -3.46, 1.23], [2.33, -3.74, -1.64], [1.30, 2.98, -6.57], [1.56, 4.12, -5.25], [0.49, 5.51, -5.45], [1.19, 3.31, -3.73], [3.24, 4.69, -5.32], [-6.75, -5.13, -4.97], [-7.96, -4.00, -4.34], [-9.58, -4.63, -4.67], [-7.74, -3.81, -2.60], [-7.76, -2.43, -5.14]], "mulliken_charge": [-1.3751, -0.4305, 0.1964, -1.1018, 1.0350, -0.2794, 0.3610, -0.3170, 0.5488, -0.4388, -0.4617, 0.3757, 0.3301, 0.3639, 0.3503, 0.5779, 0.3401, 0.3344, 0.0991, -0.2611, -0.1063, 0.2639, -0.0995, -0.1049, -0.0575, -0.0631, 0.3410, -0.0906, -0.1079, -0.1075, -0.1045, 0.2486, -0.1053, -0.0599, -0.0008, -0.0585, 0.2146, -0.1077, -0.0113, -0.0821, -0.0969, 0.2747, -0.0211, -0.0863, -0.0897, -0.1113, 0.3062, -0.1038, -0.0038, -0.1057, -0.0950, 0.3258, -0.1043, -0.0506, -0.0861], "energy_ev": -383947.942, "smiles": "CCSC[C@]1(F)COC(=O)O1.ClC(Cl)(Cl)Cl.ClC(Cl)(Cl)Cl.ClC(Cl)(Cl)Cl.ClC(Cl)(Cl)Cl.ClC(Cl)(Cl)Cl.ClC(Cl)(Cl)Cl.ClC(Cl)(Cl)Cl", "total_charge": 0, "multiplicity": 1, "orbital_gap_ha": 0.3410}


Question: Which formula does entry 2 have?
Answer: C13H9BrClN2O3Y